a) # C2H8O

2 unconnected molecules or ions with the total composition C2H8O (ωB97M-V/def2-TZVPD, the Open Molecules 2025 dataset).

```
11
Properties=species:S:1:pos:R:3
C 0.2164 0.3863 0.1249
C -0.4447 1.6484 -0.4421
H -0.1468 -0.4880 -0.4058
H 0.1377 0.2534 1.2094
H 1.2899 0.4125 -0.0480
H -0.3614 2.4718 0.2505
H 0.0129 1.8319 -1.4086
H -1.5182 1.5529 -0.6349
O 0.1538 -2.8906 0.1101
H -0.3775 -2.4945 0.8100
H 1.0379 -2.6840 0.4346
```

Results
- spin multiplicity = 1
- HOMO energy (eV) = -11.34
- structure (SMILES) = CC.O
- orbital gap (eV) = 12.27
- charge = 0
- E_LUMO (eV) = 0.94

***

b) # C2H8O

2 unconnected molecules or ions with the total composition C2H8O (ωB97M-V/def2-TZVPD, the Open Molecules 2025 dataset).

```
11
Properties=species:S:1:pos:R:3
C 2.3513 -0.1157 -3.3666
O 2.7240 -1.3096 -2.8605
H 1.6583 0.5527 -2.8949
H 3.2016 0.4790 -3.4498
H 2.2120 -0.2816 -4.4744
H 1.9078 -1.8593 -2.5666
C -2.7819 0.5727 3.9358
H -1.8929 0.9691 3.5442
H -2.6877 -0.5613 4.0982
H -3.6394 0.5315 3.2306
H -3.0530 1.0225 4.8041
```

Results
- spin multiplicity = 1
- HOMO energy (eV) = -10.17
- structure (SMILES) = CO.C
- orbital gap (eV) = 11.15
- charge = 0
- E_LUMO (eV) = 0.98

***

The most stable of them is a).

***

a) # C2H4NOP

2 unconnected molecules or ions with the total composition C2H4NOP (ωB97M-V/def2-TZVPD, the Open Molecules 2025 dataset).

```
9
Properties=species:S:1:pos:R:3
C 2.3551 1.2506 -0.8552
C -0.6207 0.1137 1.3145
N 1.5924 0.9030 -1.6721
O -1.3839 -1.6779 -0.2463
P -2.0661 -0.4864 0.7852
H 0.4044 -0.0734 0.9887
H 0.7767 0.7151 -2.2516
H -0.7124 0.8984 2.0167
H -0.3455 -1.6431 -0.0800
```

Results
- spin multiplicity = 1
- HOMO energy (eV) = -9.45
- orbital gap (eV) = 9.76
- charge = 0
- E_LUMO (eV) = 0.31

***

b) # C2H4NOP

2 unconnected molecules or ions with the total composition C2H4NOP (ωB97M-V/def2-TZVPD, the Open Molecules 2025 dataset).

```
9
Properties=species:S:1:pos:R:3
C 0.7943 0.1075 0.5653
C 0.8519 -0.2026 -0.8369
N 0.3609 1.1236 -0.3320
O -2.4902 -0.4089 1.0651
P -2.7789 0.4158 -0.0602
H -0.0246 -0.3605 1.1581
H 1.6134 0.1307 1.1293
H 1.6530 -0.0608 -1.4763
H 0.0202 -0.7448 -1.2124
```

Results
- spin multiplicity = 1
- HOMO energy (alpha / beta) (eV) = -9.96 / -7.47
- orbital gap (alpha / beta) (eV) = 9.36 / 6.37
- charge = 0
- E_LUMO (alpha / beta) (eV) = -0.60 / -1.10

***

The most stable of them is a).

***

a) # C7H16O

2 unconnected molecules or ions with the total composition C7H16O (ωB97M-V/def2-TZVPD, the Open Molecules 2025 dataset).

```
24
Properties=species:S:1:pos:R:3
C 1.9374 1.8022 -2.1931
C 2.5189 1.7995 -1.0023
C 2.7171 0.5796 -0.1586
O 2.9626 2.9731 -0.4448
H 1.4573 0.8897 -2.5149
H 1.9112 2.6668 -2.8390
H 2.1259 -0.2453 -0.5509
H 3.7659 0.2731 -0.1705
H 2.3825 0.7369 0.8698
H 3.5114 2.7606 0.3162
C -0.7705 -0.3907 -0.1803
C -2.1118 -0.8065 0.4154
C -2.3479 -2.2994 0.2243
C -2.1543 -0.4511 1.9019
H -0.5874 0.6728 -0.0232
H 0.0318 -0.9866 0.2593
H -0.7429 -0.5746 -1.2579
H -2.9179 -0.2405 -0.0633
H -3.2989 -2.6180 0.6549
H -1.5476 -2.8554 0.7245
H -2.3258 -2.5947 -0.8254
H -2.0423 0.6234 2.0546
H -3.1073 -0.7374 2.3560
H -1.3675 -0.9775 2.4473
```

Results
- spin multiplicity = 1
- HOMO energy (eV) = -8.82
- structure (SMILES) = C=C(C)O.CC(C)C
- orbital gap (eV) = 9.67
- charge = 0
- E_LUMO (eV) = 0.85

***

b) # C7H16O

2 unconnected molecules or ions with the total composition C7H16O (ωB97M-V/def2-TZVPD, the Open Molecules 2025 dataset).

```
24
Properties=species:S:1:pos:R:3
C -0.7212 1.2991 0.6000
C -1.5524 0.4818 -0.1395
C -3.0619 0.5074 0.1418
C -0.9170 -0.3618 -1.1074
C 0.5941 -0.0982 -1.3334
C 1.3532 -0.9269 -0.4341
C 2.8687 -0.5270 -0.2672
H -1.2847 2.1177 1.1909
H 0.4031 1.2642 0.5280
H -3.3497 1.5092 0.1957
H -3.3918 -0.1670 0.8654
H -3.5468 0.0912 -0.7831
H -1.0193 -1.3576 -0.7046
H -1.5429 -0.2846 -1.9893
H 0.9008 0.9287 -1.1150
H 0.8701 -0.3426 -2.3783
H 1.2419 -2.0112 -0.8044
H 0.9406 -0.9399 0.6377
H 3.5038 -0.9516 -0.9812
H 2.8843 0.4779 -0.5249
H 3.2124 -0.8065 0.7275
O 0.2776 0.2092 2.7940
H 1.0980 0.5736 2.4663
H 0.2392 -0.6853 2.4150
```

Results
- spin multiplicity = 1
- HOMO energy (eV) = -8.47
- structure (SMILES) = C=C(C)CCCC.O
- orbital gap (eV) = 9.37
- charge = 0
- E_LUMO (eV) = 0.89

***

The most stable of them is a).